ORCA calculation (ωB97M-V/def2-TZVPD) on 2 unconnected molecules or ions with the total composition C3H6NO5S2 at a distorted geometry.

CARTESIAN COORDINATES (ANGSTROEM)
1 C 0.39 2.20 -0.03
2 C -2.99 -1.09 -0.82
3 C 1.06 -0.07 -0.85
4 N -0.44 1.65 0.84
5 O 3.16 -0.75 0.60
6 O 0.56 3.34 -0.29
7 O 1.03 -0.70 1.77
8 O 1.51 -2.58 0.32
9 O 1.27 1.29 -0.65
10 S -0.45 -0.49 -1.52
11 S 1.57 -1.15 0.51
12 H -3.31 -0.09 -0.72
13 H -2.51 -1.46 0.11
14 H -3.08 -1.57 -1.70
15 H -1.26 2.21 1.03
16 H -0.26 0.72 1.01
17 H 3.76 -1.44 0.40

Charge ... -1
Energy above the lowest of the compared OMol25 structures with the same formula, charge and spin ... 89.88 kcal per mole
HOMO energy (alpha / beta) ... -4.4 / -3.3 eV
Orbital gap (alpha / beta) ... 7.6 / 6.5 eV
E ... -36604.615 eV